(1)
Here is an isolated molecule of C2H2N4O2 from OMol25. Energies are from ωB97M-V with the def2-TZVPD basis set.

Properties
SMILES string = [H]/N=c1\nnoc(=O)[nH]1
Calculated total energy = -446.79350 Eh
Lowest unoccupied orbital energy = -1.17 eV
Highest occupied orbital energy = -0.40380 Eh

Geometry (Å):
C: -0.82893 -0.18128 0.12352
N: -0.94405 1.12662 0.18568
N: 0.40223 -0.81610 0.25960
O: 1.36486 1.20210 0.03792
C: 1.55665 -0.11266 0.01105
N: 0.01294 1.84296 -0.04844
N: -1.91309 -0.73537 -0.08842
H: 0.17175 -1.91569 -0.27282
O: 2.74385 -0.41307 -0.00985
H: -2.56620 0.00250 -0.19823

Mulliken population analysis, charges in e, atoms 1 to 5: atom 1 (C): 0.57, atom 2 (N): -0.15, atom 3 (N): -0.26, atom 4 (O): -0.22, atom 5 (C): 0.55

---

(2)
Here is C22H29BrN2O2PPd as an isolated structure from OMol25. Energies are from ωB97M-V with the def2-TZVPD basis set.

Properties
Calculated total energy = -4158.71617 Eh
Net charge = +1
Lowest unoccupied orbital energy = -3.51 eV
Highest occupied orbital energy = -0.40438 Eh

Geometry (Å):
H: 2.02614 0.68206 -3.13815
H: 2.11898 4.46548 -0.30012
N: 0.63261 -1.74094 1.62051
H: 1.96433 2.43933 -3.13120
H: 0.52613 5.17127 -0.51905
C: 3.12567 1.67148 -0.45368
H: 1.69562 0.34661 3.33481
H: 3.76910 3.49033 -1.49444
C: 1.18676 -5.95589 0.68612
H: 2.57463 -6.80957 3.65977
C: 0.58456 -3.00492 1.41475
H: -3.02259 2.92626 3.95580
P: 1.38442 1.53213 -1.01685
H: 4.20891 1.99487 -2.31820
C: 0.67553 0.27817 2.91330
C: 1.87999 -5.82608 1.89084
H: 1.52095 -0.22464 5.23462
H: 1.59409 -8.99233 3.04573
Br: 0.71894 -2.28082 -1.35319
C: -1.31465 1.74321 3.43270
H: 0.37708 2.90222 0.59479
H: 3.06261 2.09495 0.55179
H: 0.12214 1.48891 -4.55277
C: 0.81222 -8.28799 1.17677
C: 1.01242 -4.83391 -0.24704
C: -2.24105 2.27133 4.31548
C: 0.50034 3.02055 -0.48163
H: 0.40392 -9.24847 0.89341
H: 0.33464 -3.69704 2.21407
H: -1.07688 0.85852 7.17711
C: -1.16144 1.11474 6.12980
H: -0.49964 2.96845 -0.91996
C: 1.17225 4.34963 -0.82598
C: 1.42405 1.54015 -2.82810
C: 2.02328 -6.91522 2.73515
C: 1.48068 -8.14345 2.38512
H: -2.87935 2.36023 6.36345
H: 5.07356 2.48909 -0.87228
H: -0.56931 2.34569 -3.18299
O: 0.67377 0.90622 1.67438
C: 0.81754 -3.56046 0.09364
H: 1.02639 -5.08421 -1.30212
H: -1.35784 1.97401 2.37688
H: 0.03788 -1.70289 3.57157
O: 0.70818 -0.26900 5.74960
Pd: 0.75618 -0.30482 0.17324
H: 0.15996 -7.31937 -0.61839
C: 0.03689 1.48589 -3.46738
N: 0.33327 -1.15087 2.77741
C: -0.30736 0.89796 3.88135
H: 2.35235 -4.88600 2.14600
H: 3.49752 0.65211 -0.33238
C: 4.09017 2.46159 -1.34070
C: 0.67668 -7.20434 0.32662
C: -2.16230 1.95032 5.66479
C: -0.23455 0.59562 5.23937
H: 1.35529 4.45996 -1.89570
H: -0.50112 0.58279 -3.17510

Mulliken population analysis, charges in e, atoms 1 to 5: atom 1 (H): 0.48, atom 2 (H): 0.30, atom 3 (N): -0.48, atom 4 (H): 0.46, atom 5 (H): 0.41

---

(3)
Here is an isolated ion of composition C7H10BrN2 and charge +1 from OMol25. Energies are from ωB97M-V with the def2-TZVPD basis set.

Properties
Calculated total energy = -2955.76446 Eh
Net charge = +1
Spin multiplicity = 3
Lowest unoccupied orbital energy (alpha / beta) = -3.89 / -6.24 eV
Highest occupied orbital energy (alpha / beta) = -0.37699 / -0.46820 Eh

Geometry (Å):
C: 0.61606 0.34370 -0.61944
H: -0.32990 -3.00271 -1.14325
N: 1.00433 2.68497 -0.24395
C: 1.85732 -0.20449 -1.08558
C: -1.96752 0.70234 0.99118
C: 0.26381 1.54798 -0.13716
Br: 3.06845 -0.62343 0.35918
H: -2.48886 -1.36697 1.44919
H: 2.43223 0.34088 -1.76345
N: -1.76370 -0.75121 0.78582
H: 0.71279 3.60242 0.04234
H: 1.62983 -1.02397 -1.61747
H: -1.02728 -3.43980 0.37201
H: 1.91519 2.42241 -0.51772
C: -1.09592 1.64576 0.59814
C: -0.85122 -1.33441 0.14103
H: -2.88660 0.93517 1.44407
H: -1.30790 2.75361 0.73977
C: -0.40894 -2.67052 -0.11081
H: 0.62782 -2.56174 0.31608

Mulliken population analysis, charges in e, atoms 1 to 5: atom 1 (C): -0.26, atom 2 (H): 0.28, atom 3 (N): -0.32, atom 4 (C): -1.33, atom 5 (C): -0.47

---

(4)
Here is a 3-piece molecular cluster, C4H16NO2 overall from OMol25. Energies are from ωB97M-V with the def2-TZVPD basis set.

Properties
Calculated total energy = -366.99852 Eh
Net charge = +1
Lowest unoccupied orbital energy = -3.04 eV
Highest occupied orbital energy = -0.55467 Eh

Geometry (Å):
H: 1.50216 -0.12319 -1.04337
N: 1.10825 0.70405 -0.53557
O: 2.86522 -1.33551 -1.14497
H: -0.66359 -2.51619 1.84518
H: 3.57132 -0.99564 -1.71334
C: -0.60079 -0.83180 0.54063
H: 0.11042 1.06348 1.32711
H: 0.50176 1.07261 -1.28352
C: 0.50153 0.24019 0.72812
C: -1.86079 -0.21966 -0.11265
C: -0.99224 -1.46414 1.86095
H: -0.46051 -1.01918 2.69365
H: -1.79245 0.56267 -0.85991
H: 2.70823 -2.19836 -1.54769
H: -0.64515 3.92493 -1.78793
H: 1.26301 -0.24146 1.33448
O: -0.62247 3.00442 -1.47250
H: 1.83024 1.41361 -0.41073
H: -2.53048 0.07022 0.70648
H: -1.12005 3.08781 -0.66744
H: -2.04879 -1.57967 2.10872
H: -2.49122 -1.04081 -0.46226
H: -0.13362 -1.57836 -0.10345

Mulliken population analysis, charges in e, atoms 1 to 5: atom 1 (H): 0.34, atom 2 (N): -0.09, atom 3 (O): -0.69, atom 4 (H): 0.33, atom 5 (H): 0.33

---

(5)
Here is C19H44F4N4O11S4V as an isolated structure from OMol25. Energies are from ωB97M-V with the def2-TZVPD basis set.

Properties
Calculated total energy = -4732.80630 Eh
Net charge = +1
Spin multiplicity = 3
Lowest unoccupied orbital energy (alpha / beta) = -2.48 / -6.30 eV
Highest occupied orbital energy (alpha / beta) = -0.41704 / -0.45793 Eh

Geometry (Å):
H: 4.16433 2.38817 -4.85634
H: -4.84217 0.14482 0.38625
C: 3.30068 1.05081 -3.38857
C: -3.06649 1.78362 4.52352
C: 3.89307 1.33718 -4.74945
H: -3.10628 -4.04760 2.24304
O: -2.14530 1.02826 -0.36233
H: -4.60137 -4.28794 1.26083
C: -5.30238 0.52611 2.42993
O: 1.08141 -3.80509 4.57024
H: -5.17459 1.65424 5.09023
C: -4.46738 -2.34928 2.19088
H: -6.12979 3.70079 1.21553
F: 3.65043 -1.89745 1.57527
C: -3.45273 -1.19471 2.30522
C: 5.48627 1.07057 -6.53513
C: -2.94657 1.09724 3.15338
O: 1.67933 2.25594 0.70224
C: 4.54071 -0.95619 -5.48446
H: 4.13799 -2.89763 -4.57217
C: -5.07905 1.02605 0.98191
H: -7.20302 2.67340 2.14609
S: -0.75668 0.70835 -0.58529
H: -2.83281 1.84898 2.37777
H: 5.91478 2.29957 -3.15083
N: 1.60332 -2.32526 2.56830
H: 7.05772 -0.06861 -4.93111
N: 5.04007 0.45882 -5.22511
H: 4.09564 -1.53540 -3.43139
F: 0.94963 1.12672 2.65381
O: -0.53456 -2.87823 0.65122
H: 5.85152 2.07141 -6.31635
H: -6.02860 2.01398 -0.62013
C: 6.32661 0.51115 -4.37095
O: 0.05051 1.39963 -1.55862
H: -4.92685 -2.52598 3.16626
H: 5.59541 -2.12749 -4.05427
H: 3.44083 -0.80963 -1.43755
H: 7.60902 1.71982 -3.21275
H: -7.08783 0.89675 0.19070
V: 0.67572 -1.85943 0.72285
H: 5.14714 -1.32507 -6.31354
O: -0.59939 2.57015 1.63743
H: -7.74030 3.30916 0.65751
C: -3.82800 -3.58651 1.57140
N: -4.02058 0.00486 3.02388
H: -3.10436 -0.85710 1.33147
H: 3.09884 0.84461 -0.74516
H: -3.34058 -3.32234 0.63055
C: 3.81736 0.20182 -1.26255
H: 2.65139 0.17579 -3.47419
H: -2.15714 1.67374 5.11405
H: -4.29849 1.78172 1.00908
C: -6.32960 1.66072 0.36773
S: 1.03496 -2.47929 4.00061
H: 4.75232 1.02010 -7.33310
C: 4.56024 -1.92307 -4.33843
H: -5.67918 1.37770 2.99196
H: 4.62014 0.02807 -0.54124
H: -1.96860 0.61302 3.14577
O: 3.87198 -1.89689 3.86821
S: 3.18621 -2.69052 2.88495
H: 6.07598 -0.15574 -3.54842
O: 3.49202 -4.06370 2.65365
C: 6.69092 1.87744 -3.77890
H: 6.98156 2.63445 -4.51073
H: 2.74275 1.90328 -3.00051
F: -0.52676 -2.33867 3.60953
H: -6.06187 -0.25267 2.44977
H: 3.55897 -0.80594 -5.93555
H: 6.41097 0.56341 -6.80784
N: -0.01487 0.17717 0.67340
H: 3.22110 1.19986 -5.59804
H: -3.52390 -0.91317 4.86957
H: -2.61490 -1.60230 2.86985
O: 1.55957 -1.90202 -0.53970
C: -4.24485 1.08998 5.16804
H: -4.05468 1.04273 6.24133
O: 4.31709 0.83265 -2.40825
H: -5.32935 -2.09660 1.56706
S: 0.46562 1.69858 1.22912
C: -6.85283 2.88858 1.13279
O: 1.18289 -1.36046 4.88313
F: -0.85180 -0.72612 -1.32371
H: -3.15791 2.86480 4.42142
C: -4.31390 -0.25653 4.50411
H: -5.28680 -0.70615 4.68981

Mulliken population analysis, charges in e, atoms 1 to 5: atom 1 (H): 0.47, atom 2 (H): 0.18, atom 3 (C): -0.65, atom 4 (C): -0.83, atom 5 (C): -1.05

---

(6)
Here is C26H31FGaN5O3P as an isolated structure from OMol25. Energies are from ωB97M-V with the def2-TZVPD basis set.

Properties
Calculated total energy = -3875.00810 Eh
Net charge = -1
Lowest unoccupied orbital energy = 2.17 eV
Highest occupied orbital energy = -0.19400 Eh

Geometry (Å):
H: -3.61596 -3.24083 -0.54980
H: 1.30484 4.64238 0.53580
H: 2.78536 0.64661 0.10588
O: 1.81876 -3.96688 -3.01693
C: -4.09945 3.77003 0.82033
H: -1.83524 5.95023 1.51854
C: -2.64742 9.48751 0.41112
C: -2.03912 6.96840 1.20461
H: -0.71606 3.68079 1.65806
N: -5.27016 -2.03136 -0.47157
N: 6.82676 -4.29349 1.73495
C: 8.33297 -6.15972 1.67293
H: 4.32049 -2.73095 -3.41065
N: 0.95780 0.82584 1.06002
H: -4.65323 8.85117 0.86110
C: -3.60363 8.57788 0.83569
H: 7.57163 -7.97408 0.80381
C: -1.00757 7.80088 0.79616
H: 5.33973 -6.95437 0.33404
C: 6.12799 -6.38017 0.80264
C: 0.01892 1.67268 1.47570
H: -7.02897 -0.97518 -0.48612
O: 2.85175 -4.87241 -0.84833
H: 2.70740 -1.75423 -0.38655
H: 4.94910 -4.58328 0.92730
N: -3.04748 3.36211 0.11315
N: -3.31712 7.33987 1.23004
C: 7.36485 -6.94335 1.06584
H: 3.59707 -6.45519 -2.43858
C: -5.16310 1.64346 0.67877
C: 4.36668 -3.21493 -2.43293
H: 0.01284 7.44334 0.79347
H: -0.54375 9.76725 0.06464
C: 8.00772 -4.84845 1.98858
C: 0.08942 3.04754 1.31375
C: 5.90290 -5.05196 1.14610
H: 5.31204 -3.76454 -2.39105
H: -4.02691 0.18723 -0.42289
C: -5.17799 2.95418 1.13058
H: -2.17569 1.79183 -0.87882
H: 8.73680 -4.20238 2.46882
C: -1.32030 9.08794 0.39229
H: 9.31588 -6.55245 1.89907
H: -8.37684 -2.79893 -1.49950
C: 2.02828 1.34049 0.45591
C: -7.32239 -2.94187 -1.30611
H: -2.93847 10.48168 0.10010
F: 4.69481 -0.15341 -1.46723
H: 3.08501 3.06803 -0.24575
C: -4.07757 1.20469 -0.06126
H: -5.98006 0.96945 0.90559
H: -0.84174 1.21803 1.95800
P: 3.14064 -4.44385 -2.23820
H: -6.00235 3.33897 1.71617
H: -4.79836 -5.16779 -1.57989
H: -4.07622 4.80345 1.15444
H: 1.25262 -3.54003 -2.36148
C: -6.68862 -4.13391 -1.61912
H: 5.22098 -2.26733 0.26668
C: -4.67455 -3.18189 -0.77725
C: -6.56981 -1.92565 -0.73799
H: -7.23984 -4.95129 -2.06625
Ga: 4.22160 -1.84241 -0.89051
C: 2.19655 2.70583 0.25356
C: 1.20886 3.57361 0.68857
O: 3.59133 -5.74721 -3.09339
C: -3.04869 2.10046 -0.31385
C: -5.33573 -4.25804 -1.35079

Mulliken population analysis, charges in e, atoms 1 to 5: atom 1 (H): 0.39, atom 2 (H): 0.35, atom 3 (H): 0.12, atom 4 (O): -0.55, atom 5 (C): 0.12